24
Properties=species:S:1:pos:R:3:mulliken_charge:R:1 method="wB97M-V/def2-TZVPD" spin_multiplicity=1 e_tot_ev=-26482.96162 charge=0 orbital_gap_ev=9.736 lumo_energy_ev=0.36 homo_ev=-9.4
C 1.30180 0.98020 0.37370 -0.033
C -1.86732 1.94172 1.01969 0.173
C 1.97303 -1.79380 -1.63370 -0.937
C 1.67565 -2.51971 -0.31937 -0.607
C 0.25275 -2.33561 0.12463 -0.020
C -0.59488 -3.33950 0.27177 -0.253
H 1.62443 3.73199 -0.71472 0.366
H 1.86636 0.31234 1.01941 0.487
H -1.10197 2.36719 -0.83514 0.299
H -1.83205 1.12890 1.74843 0.387
H -2.39424 3.70396 0.55195 0.207
H 3.01931 -1.92438 -1.92939 0.340
H 1.33893 -2.17561 -2.44012 0.276
H 1.78329 -0.71854 -1.53916 0.240
H 2.35257 -2.14698 0.46113 0.237
H 1.89099 -3.59070 -0.42969 0.347
H -0.10210 -1.32615 0.32089 0.198
H -0.36610 -4.39106 0.10454 0.356
N 1.82143 2.12842 0.19183 -0.476
N -1.29647 1.59571 -0.20707 -0.306
N -2.43304 3.03415 1.32379 -0.669
O 1.09396 2.92634 -0.67241 -0.335
F -1.87122 -3.15426 0.65814 -0.252
S -0.19248 0.31868 -0.31515 -0.025

=====

48
Properties=species:S:1:pos:R:3:mulliken_charge:R:1 method="wB97M-V/def2-TZVPD" spin_multiplicity=1 e_tot_ev=-40023.08047 charge=0 de_lowest_ev=2.4243 smiles="CCOc1cc(C(=O)N2CCN=C2SC)cc(OCC)c1OCC" orbital_gap_ev=8.641 lumo_energy_ev=0.62 homo_ev=-8.0
C 0.29128 3.44932 -2.43478 -1.064
C 0.41588 3.43617 -0.91279 -0.381
O 1.37798 2.51151 -0.45134 -0.489
C 1.05574 1.19538 -0.35581 0.950
C -0.16996 0.64388 -0.68639 -0.705
C -0.37234 -0.72446 -0.53135 -0.853
C -1.63297 -1.35442 -0.98123 -0.272
O -1.66370 -2.33945 -1.69213 -0.655
N -2.80673 -0.73648 -0.61328 0.175
C -4.06804 -1.16830 -1.21658 -0.643
C -5.11294 -0.37290 -0.41069 -0.512
N -4.37550 0.27356 0.65115 -0.540
C -3.13457 0.04398 0.49151 0.355
S -1.95196 0.60450 1.63510 0.242
C -3.09425 1.29037 2.87080 -0.979
C 0.65046 -1.53855 -0.07290 -0.469
C 1.88154 -1.00274 0.28529 1.156
O 2.90164 -1.74393 0.81955 -0.462
C 2.85134 -3.15630 0.75631 -0.476
C 3.04444 -3.69606 -0.65722 -1.069
C 2.09846 0.37665 0.13285 0.467
O 3.23383 1.05202 0.44490 -0.543
C 4.49546 0.40545 0.42761 -0.130
C 5.55439 1.49765 0.39063 -1.414
H -0.42140 4.21145 -2.73860 0.381
H 1.25795 3.67240 -2.87879 0.334
H -0.04108 2.48441 -2.80915 0.287
H 0.78703 4.40583 -0.56823 0.365
H -0.55656 3.25246 -0.43969 0.309
H -0.96530 1.24919 -1.08848 0.617
H -4.17877 -2.25058 -1.10729 0.297
H -4.06379 -0.92642 -2.28086 0.344
H -5.60974 0.39323 -1.01247 0.269
H -5.88307 -1.00853 0.03126 0.300
H -2.47508 1.69598 3.66402 0.367
H -3.73480 0.49854 3.24294 0.316
H -3.69231 2.06594 2.40599 0.277
H 0.45095 -2.59301 0.01900 0.481
H 1.91998 -3.53332 1.19525 0.334
H 3.68174 -3.47399 1.39346 0.404
H 3.05894 -4.78216 -0.63369 0.391
H 2.24024 -3.36891 -1.31149 0.333
H 3.98795 -3.33967 -1.06384 0.297
H 4.57977 -0.23621 -0.45749 0.296
H 4.61918 -0.21520 1.32211 0.249
H 5.42934 2.10732 -0.49997 0.339
H 6.54565 1.05292 0.38589 0.403
H 5.45252 2.13774 1.26224 0.324

=====

60
Properties=species:S:1:pos:R:3:mulliken_charge:R:1 method="wB97M-V/def2-TZVPD" spin_multiplicity=1 e_tot_ev=-36439.98799 charge=0 de_lowest_ev=3.5690 smiles="C=CCOc1ccccc1CN1CCC(n2nccc2NC(=O)[C@H]2CCOC2)CC1" orbital_gap_ev=8.912 lumo_energy_ev=0.67 homo_ev=-8.2
C -0.02058 3.12954 2.59397 -0.971
C 0.54374 1.95220 2.40480 -0.073
C 1.96032 1.75954 1.95656 -0.874
O 1.96084 0.90272 0.82843 0.001
C 3.15376 0.38676 0.39273 0.748
C 4.38885 0.76221 0.90768 -0.974
C 5.55110 0.17630 0.43513 -0.608
C 5.49523 -0.78667 -0.55354 -0.826
C 4.26683 -1.14781 -1.07884 -0.480
C 3.09028 -0.57217 -0.62912 0.029
C 1.77769 -0.99870 -1.23195 0.245
N 1.37335 -2.30115 -0.71177 0.100
C 1.07360 -2.30301 0.70453 -1.361
C -0.27502 -1.65077 1.04793 0.875
C -1.37381 -2.37988 0.27235 -1.011
N -2.70461 -1.95085 0.64267 1.262
N -3.45748 -2.82871 1.31807 -1.500
C -4.59498 -2.22256 1.58476 -0.444
C -4.60183 -0.91644 1.08577 -0.935
C -3.36478 -0.77392 0.48628 0.510
N -2.82686 0.31245 -0.18804 0.633
C -3.54465 1.39102 -0.60917 0.232
O -4.71051 1.58629 -0.35405 -0.674
C -2.71790 2.35830 -1.45317 0.206
C -1.56539 2.98318 -0.64025 -0.760
C -0.30219 2.34364 -1.24756 0.782
O -0.74832 1.21433 -1.97656 -0.359
C -1.96562 1.61277 -2.56940 -0.903
C -1.07676 -2.31330 -1.22718 0.444
C 0.31170 -2.93388 -1.46441 -1.307
H -1.03258 3.22341 2.94863 0.352
H 0.51185 4.05001 2.41875 0.305
H -0.00159 1.03607 2.58291 0.202
H 2.42037 2.72558 1.70723 0.448
H 2.52923 1.29504 2.77632 0.599
H 4.46060 1.51367 1.67842 0.413
H 6.50084 0.48003 0.84963 0.422
H 6.40015 -1.24876 -0.91697 0.380
H 4.20731 -1.89718 -1.85339 0.484
H 1.91294 -1.11545 -2.31075 0.941
H 1.02842 -0.21543 -1.07037 -0.756
H 1.88356 -1.79593 1.23003 0.455
H 1.05844 -3.34724 1.03424 0.551
H -0.24285 -0.59397 0.77894 -0.585
H -0.46142 -1.72973 2.12037 0.507
H -1.36081 -3.43493 0.57588 0.314
H -5.36812 -2.73456 2.12187 0.468
H -5.37741 -0.18359 1.13659 0.481
H -1.86935 0.23668 -0.50938 -0.477
H -3.40107 3.10822 -1.85142 0.507
H -1.54568 4.06603 -0.74262 0.329
H -1.65501 2.74345 0.41886 0.261
H 0.41604 2.00156 -0.50293 -0.937
H 0.19431 3.04519 -1.93073 0.430
H -2.48237 0.72362 -2.93273 0.393
H -1.77237 2.28764 -3.41441 0.343
H -1.06587 -1.28570 -1.59203 -0.207
H -1.83182 -2.86881 -1.78557 0.392
H 0.56205 -2.88900 -2.52650 0.528
H 0.28620 -3.98734 -1.16553 0.446

=====

48
Properties=species:S:1:pos:R:3:mulliken_charge:R:1 method="wB97M-V/def2-TZVPD" spin_multiplicity=1 e_tot_ev=-50116.96524 charge=0 orbital_gap_ev=8.998 lumo_energy_ev=0.20 homo_ev=-8.8
Ca 0.10739 0.23852 -0.30605 2.297
O -0.90398 -2.31128 -3.57025 -0.701
C -0.70444 -1.73435 -2.51848 0.309
O -0.11078 -0.61174 -2.30471 -0.899
C -1.24505 -2.38160 -1.22260 0.355
C -2.01596 -3.52955 -1.15073 -0.676
C -2.44578 -3.94579 0.10512 -0.166
C -2.10213 -3.23814 1.25293 -0.615
C -1.31455 -2.11044 1.10191 0.417
N -0.93032 -1.72482 -0.11065 -0.286
C -0.80751 -1.20982 2.25197 0.153
O -1.12774 -1.49177 3.39037 -0.703
O -0.06403 -0.23863 1.84046 -0.712
H -2.26167 -4.06411 -2.05738 0.520
H -3.05585 -4.83687 0.19212 0.421
H -2.41781 -3.54125 2.24096 0.506
C -1.82507 5.47405 -0.07628 -0.996
C -2.82612 4.45591 0.44959 -1.166
N -3.22642 3.48291 -0.55952 0.274
C -4.50630 3.76112 -1.21246 -0.816
C -5.69828 3.27474 -0.40525 -1.014
C -2.46921 2.38070 -0.81617 1.034
C -2.99259 1.40800 -1.83197 -1.130
N -1.33274 2.12982 -0.24583 -0.559
H -1.55287 6.18672 0.70240 0.389
H -2.24898 6.03240 -0.91171 0.311
H -0.91411 4.99131 -0.43176 0.282
H -3.73495 4.95794 0.78349 0.387
H -2.44620 3.93579 1.33235 0.600
H -4.50783 3.33031 -2.20791 0.419
H -4.56100 4.84315 -1.35821 0.367
H -5.66194 2.19379 -0.26525 0.262
H -6.63131 3.52270 -0.91171 0.387
H -5.72172 3.73600 0.58279 0.323
H -2.99587 1.86313 -2.82322 0.357
H -4.00960 1.10272 -1.59436 0.267
H -2.36373 0.51706 -1.89840 0.033
H -1.08153 2.89273 0.37125 -0.075
C 2.38781 1.90881 1.90353 -1.043
C 2.99083 1.06500 0.82125 1.092
C 4.40035 0.57150 0.93040 -1.272
O 2.31870 0.72753 -0.14202 -0.809
H 3.12633 2.25461 2.62183 0.383
H 1.62569 1.30265 2.40832 0.255
H 1.88096 2.76196 1.45062 0.235
H 4.97035 1.08334 1.70077 0.358
H 4.88531 0.66464 -0.04003 0.346
H 4.35665 -0.49350 1.17037 0.301

=====

18
Properties=species:S:1:pos:R:3:mulliken_charge:R:1 method="wB97M-V/def2-TZVPD" spin_multiplicity=1 e_tot_ev=-23187.11734 charge=-1 de_lowest_ev=1.0696 orbital_gap_ev=3.821 lumo_energy_ev=0.37 homo_ev=-3.4
O 3.72637 -1.28164 1.88043 -0.829
C 2.89389 -0.76864 1.08782 0.778
O 3.10768 0.31256 0.48293 -0.761
O 1.74633 -1.43142 0.91375 -0.238
C 0.75856 -0.86774 0.04922 -0.266
O -1.48462 -1.18618 -0.68846 -0.918
C -2.93228 1.95090 -0.98234 0.857
C -0.46786 -1.77471 0.01433 -0.442
O -3.32445 1.28048 -1.97038 -0.778
O -1.70397 2.08800 -0.73092 -0.783
Na 5.58254 0.41004 1.94523 0.866
Li -1.51981 0.31363 -1.74861 0.793
H 1.17975 -0.76491 -0.96291 0.231
H 0.47267 0.13234 0.41013 0.301
H -0.14382 -2.76201 -0.38917 0.184
H -0.76936 -1.97580 1.06895 0.200
O -3.80474 2.86781 -0.48339 -0.491
H -3.31689 3.45728 0.10339 0.297

=====

15
Properties=species:S:1:pos:R:3:mulliken_charge:R:1 method="wB97M-V/def2-TZVPD" spin_multiplicity=1 e_tot_ev=-6818.90299 charge=0 de_lowest_ev=2.0919 smiles="C=CC(=C)NC" orbital_gap_ev=9.241 lumo_energy_ev=1.08 homo_ev=-8.2
C -1.53075 -1.28469 1.13152 -0.725
C -1.53591 -0.09522 0.54924 -0.451
C -0.34947 0.47654 -0.09900 0.497
C -0.24120 1.80403 -0.23182 -0.808
N 0.54575 -0.43251 -0.71554 -0.225
C 1.99876 -0.33724 -0.48443 -0.876
H -0.76674 -2.02089 0.90804 0.260
H -2.27666 -1.62416 1.84046 0.269
H -2.47098 0.44005 0.60086 0.290
H 0.50606 2.25104 -0.86751 0.316
H -1.09712 2.40449 0.04588 0.305
H 0.29561 -0.75980 -1.63288 0.228
H 2.30982 -1.29424 -0.07050 0.294
H 2.52902 0.11236 -1.32092 0.310
H 2.08380 0.36024 0.34660 0.316

=====

12
Properties=species:S:1:pos:R:3:mulliken_charge:R:1 method="wB97M-V/def2-TZVPD" spin_multiplicity=1 e_tot_ev=-7223.48727 charge=0 de_lowest_ev=2.1037 smiles=C[C@H]1N[C@H]1C#N orbital_gap_ev=10.773 lumo_energy_ev=0.91 homo_ev=-9.9
C -1.15682 0.81465 0.11370 -1.092
C -0.55365 -0.52839 0.32190 0.102
N 0.04634 -1.40654 -0.66105 -0.611
C 0.92923 -0.66689 0.26239 -0.172
C 1.81679 0.30767 -0.31864 0.199
N 2.54833 1.04509 -0.83037 -0.434
H -0.44695 1.46071 -0.41112 0.317
H -2.10261 0.75638 -0.42153 0.297
H -1.32539 1.24369 1.10841 0.289
H -0.98539 -1.13885 1.11819 0.410
H 0.07902 -0.89077 -1.54408 0.327
H 1.15111 -0.99676 1.26221 0.368

=====

15
Properties=species:S:1:pos:R:3:mulliken_charge:R:1 method="wB97M-V/def2-TZVPD" spin_multiplicity=1 e_tot_ev=-14613.13393 charge=0 de_lowest_ev=5.1857 orbital_gap_ev=8.466 lumo_energy_ev=0.78 homo_ev=-7.7
C -1.63723 1.16927 1.42084 -0.413
C -1.52512 -0.15125 1.65305 -0.270
C -0.49251 0.49483 0.80131 0.208
C -1.06829 0.40505 -1.42954 -1.024
C 1.87278 -0.60308 0.11211 -0.980
P 1.20021 0.92829 1.00756 -0.120
H -2.18593 2.03320 1.69962 0.377
H -1.96298 -1.08882 1.70252 0.344
H -0.49869 0.85217 -2.21942 0.283
H -2.14006 0.85599 -1.42565 0.274
H -0.90885 -0.65666 -1.28389 0.345
H 1.19096 -1.34261 0.47565 0.288
H 2.75185 -0.84587 0.67219 0.371
H 1.87148 -0.45870 -0.88479 0.310
H 1.21756 0.54007 2.42241 0.006

=====

12
Properties=species:S:1:pos:R:3:mulliken_charge:R:1 method="wB97M-V/def2-TZVPD" spin_multiplicity=1 e_tot_ev=-8801.11506 charge=0 de_lowest_ev=2.3040 orbital_gap_ev=10.318 lumo_energy_ev=0.59 homo_ev=-9.7
N -1.11142 1.06666 2.89498 -0.425
C -1.03614 0.94704 1.74616 0.198
C -0.90785 0.83098 0.30695 -0.177
C 0.47041 1.14760 -0.30495 -0.572
C -0.04397 -0.21126 -0.27181 0.116
C 0.16920 -1.46581 -0.60876 -0.152
O 1.28943 -1.77325 -1.33129 -0.473
H -1.78628 1.14868 -0.25124 0.344
H 1.26329 1.41507 0.39129 0.247
H 0.47703 1.68113 -1.25207 0.231
H -0.53322 -2.27280 -0.39326 0.334
H 1.74952 -2.51403 -0.92601 0.327

=====

19
Properties=species:S:1:pos:R:3:mulliken_charge:R:1 method="wB97M-V/def2-TZVPD" spin_multiplicity=1 e_tot_ev=-32610.51308 charge=-2 de_lowest_ev=0.0000 smiles="CC[C@@]([S-])(CO)[P@@](=O)([O-])O" orbital_gap_ev=6.139 lumo_energy_ev=5.99 homo_ev=-0.1
C -2.13009 0.36325 -1.03153 -1.203
C -0.73734 -0.25392 -1.01379 -0.720
C 0.16338 0.20367 0.09822 0.355
S 0.10705 2.33378 0.52847 -0.759
C -0.19049 -0.31291 1.47423 -0.903
O -0.02652 -1.71072 1.61641 -0.613
P 1.94391 -0.20226 -0.31076 1.019
O 2.34059 -1.46074 0.43817 -0.881
O 2.17977 -0.20380 -1.78994 -0.824
O 2.72290 1.05417 0.37732 -0.500
H -2.03295 1.44614 -1.00454 0.271
H -2.67264 0.06771 -1.93455 0.396
H -2.70764 0.04784 -0.16233 0.279
H -0.22885 -0.04240 -1.95867 0.340
H -0.81749 -1.34831 -0.92046 0.254
H 0.44690 0.20827 2.20722 0.264
H -1.23610 -0.08384 1.72393 0.430
H 0.88883 -1.83026 1.24890 0.479
H 1.98681 1.72431 0.41370 0.315

=====

64
Properties=species:S:1:pos:R:3:mulliken_charge:R:1 method="wB97M-V/def2-TZVPD" spin_multiplicity=1 e_tot_ev=-80512.85256 charge=+2 orbital_gap_ev="4.007 / 4.019" lumo_energy_ev="-9.41 / -9.40" homo_ev="-13.4 / -13.4"
Au 0.96058 0.09883 0.09903 1.542
C -2.35006 1.18416 -4.18150 -0.834
S -2.95797 0.21169 -2.77845 0.073
C -1.58679 -0.00997 -1.75469 0.559
S -0.07626 0.79029 -2.05920 -0.472
N -1.78723 -0.82895 -0.76103 -1.572
N -0.85381 -1.12027 0.08768 1.092
C -0.81721 -2.18210 0.82037 -0.827
C 0.32365 -2.42053 1.66369 1.108
C 0.45063 -3.57633 2.43856 -0.896
C 1.62575 -3.78791 3.14247 -0.508
C 2.62974 -2.83044 3.09106 -0.635
C 2.42368 -1.69403 2.31826 -0.607
N 1.31410 -1.50636 1.62882 0.126
H -3.19384 1.77326 -4.52962 0.401
H -2.02719 0.51404 -4.97321 0.225
H -1.54135 1.83340 -3.86728 0.354
H -1.60035 -2.92919 0.74494 0.455
H -0.34932 -4.29829 2.47019 0.541
H 1.76079 -4.69218 3.71639 0.488
H 3.55979 -2.95989 3.62071 0.526
H 3.17483 -0.92168 2.23114 0.536
C -1.08953 3.83292 4.64746 -0.889
C -0.24571 3.88304 3.39823 -0.688
Sb -0.54457 2.05812 2.13188 0.051
C -2.40945 2.38659 0.98530 -0.552
C -3.44400 3.08690 1.83402 -1.200
C -1.12239 0.51478 3.59287 -0.777
C -0.00011 0.14957 4.53847 -0.977
H -0.95163 4.78091 5.17137 0.385
H -0.77676 3.04506 5.32969 0.234
H -2.15262 3.72987 4.43884 0.216
H 0.81705 3.93254 3.62929 0.446
H -0.50860 4.71588 2.74673 0.441
H -2.74412 1.40097 0.66291 0.287
H -2.14705 2.98193 0.11253 0.444
H -3.68982 2.51924 2.73004 0.300
H -4.35715 3.18790 1.24669 0.415
H -3.13037 4.09257 2.10835 0.297
H -1.46659 -0.34928 3.02619 0.407
H -1.96947 0.94186 4.12639 0.581
H 0.85433 -0.25271 3.99767 0.114
H -0.34775 -0.60989 5.23737 0.397
H 0.33523 1.00444 5.12181 0.312
F 2.73134 -1.68893 -1.23783 -0.490
C 2.32622 -1.49927 -2.50889 0.828
C 1.31743 -2.27980 -2.97377 0.343
F 0.76044 -3.16131 -2.14150 -0.333
C 0.79642 -2.12675 -4.30212 0.137
C 1.59361 -1.30231 -5.17110 0.007
C 2.60487 -0.50873 -4.69303 -0.105
F 3.21776 0.33344 -5.50813 -0.284
C 2.92204 -0.46025 -3.29540 0.595
C 3.59122 0.61537 -2.69995 0.362
C 3.35582 0.80243 -1.34272 0.251
N 2.90331 0.89535 -0.27614 -0.636
C 4.26126 1.63618 -3.41114 -0.110
N 4.81452 2.47930 -3.95117 -0.335
F 1.25925 -1.23759 -6.44926 -0.271
C -0.44084 -2.64661 -4.65601 1.173
C -1.05196 -2.47624 -5.91730 -0.140
N -1.62087 -2.30471 -6.89688 -0.333
C -1.30125 -3.20465 -3.68228 -0.181
N -2.03167 -3.54564 -2.86784 -0.394

=====

13
Properties=species:S:1:pos:R:3:mulliken_charge:R:1 method="wB97M-V/def2-TZVPD" spin_multiplicity=1 e_tot_ev=-19986.81993 charge=-1 de_lowest_ev=1.7710 orbital_gap_ev=6.835 lumo_energy_ev=3.38 homo_ev=-3.5
C 3.28997 -2.59564 2.83037 0.211
C -0.25872 0.16722 -0.15011 -1.047
C 0.71179 -0.36090 1.00460 -0.213
N 2.22697 -1.60391 -0.25451 0.627
N 2.84216 -3.68248 2.91130 -0.612
N 2.93029 -1.91363 -1.09630 -0.653
N 1.50029 -1.50940 0.64401 -0.200
S 3.78997 -1.05359 2.88063 -0.558
H -1.08333 0.90366 0.31280 0.268
H 0.22293 0.72398 -0.99788 0.298
H -0.81205 -0.64547 -0.54669 0.358
H 1.23782 0.53738 1.33110 0.258
H 0.06579 -0.75538 1.79753 0.263